{
  "formula": "C5H4ClNS",
  "method": "ωB97M-V/def2-TZVPD",
  "gap_ev": 8.315,
  "smiles": "S/N=C1/C=CC(Cl)=C1",
  "energy_ev": -30095.9494,
  "lumo_energy_ha": -0.0267,
  "relative_energy_kcal_mol": 23.7,
  "total_charge": 0,
  "elements": ["S", "N", "C", "C", "C", "C", "Cl", "C", "H", "H", "H", "H"],
  "coordinates": [[2.722, -1.268, -0.003], [1.857, 0.198, 0.001], [0.583, 0.135, -0.001], [-0.234, 1.375, -0.001], [-1.535, 1.015, -0.003], [-1.585, -0.461, -0.003], [-3.077, -1.315, -0.001], [-0.363, -1.005, 0.001], [3.931, -0.680, 0.016], [0.211, 2.373, -0.015], [-2.407, 1.681, 0.009], [-0.102, -2.047, 0.000]],
  "forces_ev_per_a": [[-0.02, 0.39, 0.01], [0.17, -0.50, -0.01], [-0.20, 0.16, 0.02], [-0.43, 0.16, -0.07], [0.42, 0.68, 0.05], [-0.23, -0.07, 0.03], [0.09, 0.06, 0.00], [0.23, 0.25, -0.04], [-0.16, -0.07, -0.01], [-0.28, -0.47, 0.04], [0.44, -0.48, -0.04], [-0.02, -0.11, 0.01]],
  "lowdin_charge": [0.75, -0.29, -0.44, -0.02, -0.08, -0.70, 0.68, -0.08, -0.14, 0.12, 0.11, 0.10]
}

***

{
  "formula": "C5H4CoN2O5",
  "method": "ωB97M-V/def2-TZVPD",
  "gap_ev": [5.912, 2.835],
  "energy_ev": -56054.5703,
  "spin_multiplicity": 5,
  "lumo_energy_ha": [-0.5291, -0.6420],
  "relative_energy_kcal_mol": 38.2,
  "total_charge": 3,
  "elements": ["O", "C", "Co", "O", "C", "C", "O", "C", "O", "N", "C", "N", "O", "H", "H", "H", "H"],
  "coordinates": [[-1.092, 1.673, 1.803], [-1.342, 1.104, 0.844], [-1.624, 0.941, -0.868], [2.530, 4.745, -1.940], [1.413, 4.694, -2.168], [-3.285, 0.987, -1.271], [-4.377, 0.630, -1.332], [-0.757, -0.269, -1.752], [-0.086, -0.673, -2.615], [0.838, -1.420, 2.261], [0.834, -1.319, 0.890], [1.312, -2.454, 0.282], [0.406, -0.349, 0.280], [1.434, -2.118, 2.699], [0.616, -0.576, 2.776], [1.377, -2.450, -0.717], [1.804, -3.147, 0.826]],
  "forces_ev_per_a": [[-0.90, -2.21, -2.71], [1.50, 3.65, 8.51], [2.18, 3.30, -0.94], [-2.41, -0.03, -0.53], [2.38, -0.03, 0.56], [-11.23, -1.62, -1.70], [4.44, 1.78, 0.07], [6.45, -5.49, -8.48], [-3.49, 1.58, 4.51], [0.94, 0.01, -1.02], [-0.27, -0.37, 0.21], [-0.04, 0.97, 1.15], [0.31, -0.27, 0.17], [-0.15, -0.20, 0.61], [-0.19, 0.12, 0.60], [0.22, -0.39, -0.96], [0.27, -0.78, -0.06]],
  "mulliken_spin": [0.03, 0.07, 2.68, 0.00, 0.00, 0.03, 0.06, 0.07, 0.03, 0.58, -0.05, 0.61, -0.05, -0.02, -0.02, -0.02, -0.02]
}